Record 1
This record from the OMol25 dataset describes 2 unconnected molecules or ions with the total composition C3H6O2P at a distorted geometry. The level of theory is ωB97M-V/def2-TZVPD.

Structure (XYZ):
```
12
Properties=species:S:1:pos:R:3:forces:R:3:lowdin_charge:R:1
C -1.772124 -1.542495 -0.485266 0.44 -1.89 -2.56 -0.237
C -1.248428 -1.015464 0.567851 4.77 1.14 -1.08 -0.158
C 0.914909 1.714046 0.260203 4.61 -0.66 -0.66 -0.211
O 2.302320 -0.422885 1.119518 -0.81 -0.23 -0.03 -0.439
O 1.655775 -0.442026 -1.379639 -1.10 0.19 0.55 -0.422
P 1.328302 -0.089718 0.036646 0.27 0.00 0.70 0.442
H -2.807172 -1.709111 -0.550350 -1.81 -0.13 -0.09 -0.014
H -1.260929 -2.002756 -1.359319 0.18 0.54 0.65 0.029
H -1.944251 -0.609547 1.192914 -1.57 1.14 2.41 -0.060
H 1.723439 2.219039 -0.451352 -1.19 -0.89 1.79 0.076
H 0.075024 1.892699 -0.266907 -3.36 0.84 -0.98 -0.042
H 1.033140 2.008215 1.315703 -0.41 -0.05 -0.70 0.035
```
Positions in Å, forces in eV/Å.

Values from the calculation:
- E: -16591.658 eV
- HOMO level (spin up / spin down): -3.6710 / -3.6716 eV
- LUMO energy (spin up / spin down): 4.2 / 4.2 eV
- Total charge: -1
- Energy above the lowest of the compared OMol25 structures with the same formula, charge and spin: 2.613 eV
- M: 105.1 g/mol
- Frontier orbital gap (spin up / spin down): 7.86 / 7.86 eV



Record 2
This record from the OMol25 dataset describes 2 unconnected molecules or ions with the total composition C3H6O2S at a distorted geometry. The level of theory is ωB97M-V/def2-TZVPD.

Structure (XYZ):
```
12
Properties=species:S:1:pos:R:3:forces:R:3:lowdin_charge:R:1
O 2.685412 1.693386 0.315333 -0.82 0.66 0.59 0.137
C 1.855503 0.924766 -0.080906 2.33 -1.61 -2.15 -0.481
O 2.148316 0.169272 -1.233072 -1.02 0.92 0.65 0.053
C 0.719612 0.344585 0.617911 -2.66 0.95 -0.32 0.020
C -0.130852 -0.631936 -0.012439 -0.19 -2.87 0.01 -0.673
S -1.687701 0.233942 -0.509035 1.59 1.66 0.86 0.573
H 2.848140 0.626891 -1.718075 0.12 0.03 0.25 0.120
H 0.573457 0.707783 1.630477 -0.19 -0.13 -0.12 0.127
H -4.054131 -0.866015 0.517605 -0.16 0.04 0.09 -0.037
H -0.495931 -1.455008 0.633686 0.68 0.51 -0.16 0.079
H 0.276999 -1.023406 -0.939787 0.25 -0.10 0.36 0.058
H -4.738822 -0.724257 0.778304 0.07 -0.07 -0.05 0.025
```
Positions in Å, forces in eV/Å.

Values from the calculation:
- E: -18134.638 eV
- HOMO level: -8.9927 eV
- LUMO energy: -3.0 eV
- Total charge: 0
- Energy above the lowest of the compared OMol25 structures with the same formula, charge and spin: 4.310 eV
- M: 106.1 g/mol
- Frontier orbital gap: 6.02 eV



Record 3
This record from the OMol25 dataset describes a molecular structure, C3H6O2S at a distorted geometry. The level of theory is ωB97M-V/def2-TZVPD.

Structure (XYZ):
```
12
Properties=species:S:1:pos:R:3:forces:R:3:lowdin_charge:R:1
C -0.192172 2.220252 0.269432 -0.47 0.17 -0.35 0.002
C -0.755140 2.334735 1.314805 1.14 -0.26 -1.85 0.026
C 1.385030 -0.745208 0.262858 1.53 -1.43 -0.19 -0.965
O 1.266367 -0.672453 -0.914743 -0.50 0.87 -0.82 0.037
O 0.672882 -1.494065 1.061228 -2.82 -2.38 0.87 0.009
S 2.863204 -0.109118 1.083616 0.06 1.53 -0.95 0.832
H 0.055647 2.242993 -0.758547 0.54 -0.31 -0.19 0.029
H -3.766425 -1.665348 -3.912076 1.19 0.13 2.22 0.002
H -1.282152 2.610038 2.128149 -1.20 0.36 2.38 -0.014
H -3.373165 -1.620896 -3.180700 -1.19 -0.13 -2.22 -0.001
H -0.053172 -2.119021 0.635821 2.26 2.26 0.56 0.202
H 3.179094 -0.981914 2.010153 -0.54 -0.82 0.55 -0.158
```
Positions in Å, forces in eV/Å.

Values from the calculation:
- E: -18134.797 eV
- HOMO level: -9.8573 eV
- LUMO energy: 0.4 eV
- Total charge: 0
- Energy above the lowest of the compared OMol25 structures with the same formula, charge and spin: 4.151 eV
- M: 106.1 g/mol
- Frontier orbital gap: 10.22 eV



Record 4
This record from the OMol25 dataset describes 2 unconnected molecules or ions with the total composition C3H6O2S at a distorted geometry. The level of theory is ωB97M-V/def2-TZVPD.

Structure (XYZ):
```
12
Properties=species:S:1:pos:R:3:forces:R:3:lowdin_charge:R:1
C 0.498856 -0.087364 0.542682 2.19 -0.10 -2.21 -0.193
C -0.063074 0.117191 -0.645962 -1.90 -0.07 -0.47 -0.171
C 1.820178 -0.795992 0.644714 0.27 -0.19 -0.36 -0.088
O -2.682888 -0.136478 -1.504151 1.62 0.14 0.90 -0.411
O -2.233321 0.734219 0.779039 0.01 -0.09 1.84 -0.383
S -1.846813 0.613506 -0.571665 -1.57 2.31 -3.70 0.638
H 0.143630 0.195508 1.483254 -1.27 0.62 0.96 0.092
H 0.260698 -0.217508 -1.667950 -0.21 0.46 1.33 0.112
H 2.239168 -1.136436 -0.369074 -0.87 -0.15 1.81 0.111
H 2.634422 -0.264237 1.141705 -0.24 0.75 -0.21 0.075
H 1.573159 -1.490295 1.467905 0.52 -0.96 -0.98 0.090
H -2.344015 2.467886 -1.300496 1.45 -2.71 1.09 0.128
```
Positions in Å, forces in eV/Å.

Values from the calculation:
- E: -18133.920 eV
- HOMO level (spin up / spin down): -9.6565 / -9.6490 eV
- LUMO energy (spin up / spin down): -0.8 / -0.8 eV
- Total charge: 0
- Energy above the lowest of the compared OMol25 structures with the same formula, charge and spin: 5.027 eV
- M: 106.1 g/mol
- Frontier orbital gap (spin up / spin down): 8.82 / 8.81 eV



Record 5
This record from the OMol25 dataset describes a single C3H6O2S molecule at a distorted geometry. The level of theory is ωB97M-V/def2-TZVPD.

Structure (XYZ):
```
12
Properties=species:S:1:pos:R:3:forces:R:3:lowdin_charge:R:1
C 1.690261 -0.140592 -0.045575 0.92 1.06 0.85 -0.217
O 0.806815 -1.003749 0.565740 -0.32 -0.61 0.24 -0.162
C -0.302878 -1.154610 -0.280718 1.50 1.56 -1.76 -0.551
S -1.589080 0.043888 -0.022558 1.49 1.28 0.00 0.878
C -0.086198 1.206004 0.350092 -2.55 1.69 -0.16 -0.442
O 0.960878 1.045860 -0.531069 0.90 -1.64 1.68 -0.134
H 2.439383 0.090277 0.846522 -1.07 -0.09 -2.35 0.180
H 2.061220 -0.557259 -0.997342 0.61 0.05 0.64 0.136
H 0.111906 -1.215117 -1.298168 -0.37 0.75 -0.17 0.106
H -0.736019 -2.040514 -0.216630 -1.69 -4.27 1.16 0.029
H 0.034908 0.997011 1.416562 0.79 0.18 -0.37 0.090
H -0.434763 2.221688 0.189810 -0.22 0.05 0.25 0.087
```
Positions in Å, forces in eV/Å.

Values from the calculation:
- E: -18136.315 eV
- HOMO level: -8.8862 eV
- LUMO energy: 0.9 eV
- Total charge: 0
- Energy above the lowest of the compared OMol25 structures with the same formula, charge and spin: 2.633 eV
- SMILES string: C1OCSCO1
- M: 106.1 g/mol
- Frontier orbital gap: 9.77 eV



Record 6
This record from the OMol25 dataset describes 2 unconnected molecules or ions with the total composition C3H6O3. The level of theory is ωB97M-V/def2-TZVPD.

Structure (XYZ):
```
12
Properties=species:S:1:pos:R:3:forces:R:3:lowdin_charge:R:1
O -0.247319 0.672858 -2.872459 0.56 0.48 0.37 0.200
C 0.575749 1.310700 -2.350486 0.07 -0.01 -0.15 -0.418
O 1.435942 1.940496 -1.874053 -0.60 -0.42 -0.34 0.188
C 0.080953 -0.984217 1.437990 0.03 0.02 0.04 -0.090
C -0.645910 -0.372946 0.252133 -0.13 -0.31 0.03 -0.321
O -0.426916 1.026727 0.145233 0.21 0.07 0.06 -0.090
H -0.151314 -2.049913 1.533288 0.02 0.15 -0.03 0.077
H -0.206186 -0.479088 2.365674 0.02 -0.08 -0.11 0.079
H 1.168038 -0.892049 1.316774 -0.15 -0.01 0.02 0.077
H -0.351208 -0.881177 -0.678854 -0.03 0.08 0.15 0.104
H -1.727974 -0.497518 0.357987 0.14 0.01 -0.01 0.117
H 0.496140 1.206132 0.366777 -0.16 0.02 -0.02 0.078
```
Positions in Å, forces in eV/Å.

Values from the calculation:
- E: -9351.294 eV
- HOMO level: -10.5760 eV
- LUMO energy: 0.6 eV
- Total charge: 0
- Energy above the lowest of the compared OMol25 structures with the same formula, charge and spin: 0.022 eV
- SMILES string: O=C=O.CCO
- M: 90.1 g/mol
- Frontier orbital gap: 11.22 eV



Record 7
This record from the OMol25 dataset describes a single C3H6O3 molecule at a distorted geometry. The level of theory is ωB97M-V/def2-TZVPD.

Structure (XYZ):
```
12
Properties=species:S:1:pos:R:3:forces:R:3:lowdin_charge:R:1
O 0.411317 0.607151 1.324278 -0.92 -0.07 0.81 -0.124
C 0.715634 -0.484371 0.518942 -0.53 -0.04 0.00 -0.305
C 0.707719 -0.068826 -0.923698 -0.66 -0.14 0.20 -0.250
O 0.981629 1.242699 -1.216343 -0.32 0.20 0.36 0.005
C -0.594763 -0.648370 -0.234631 -1.11 0.03 0.12 -0.085
O -1.724772 -0.007691 0.603419 0.76 -0.36 -1.23 -0.025
H -0.761137 0.483231 1.371585 2.97 0.51 0.07 0.120
H 1.392035 -1.267308 0.909455 -0.69 0.35 -0.06 0.151
H 1.099747 -0.736538 -1.708328 -0.44 0.12 0.57 0.157
H 0.984814 1.652563 -0.329845 0.00 0.26 -0.16 0.098
H -1.041335 -1.564652 -0.574194 0.30 -0.26 -0.22 0.126
H -2.170889 0.792112 0.259359 0.63 -0.61 -0.44 0.133
```
Positions in Å, forces in eV/Å.

Values from the calculation:
- E: -9347.484 eV
- HOMO level: -9.3476 eV
- LUMO energy: 0.5 eV
- Total charge: 0
- Energy above the lowest of the compared OMol25 structures with the same formula, charge and spin: 3.833 eV
- SMILES string: O[C@H]1[C@@H](O)[C@H]1O
- M: 90.1 g/mol
- Frontier orbital gap: 9.84 eV



Record 8
This record from the OMol25 dataset describes 2 unconnected molecules or ions with the total composition C3H6O3 at a distorted geometry. The level of theory is ωB97M-V/def2-TZVPD.

Structure (XYZ):
```
12
Properties=species:S:1:pos:R:3:forces:R:3:lowdin_charge:R:1
C 2.254355 -0.840443 -3.481092 -1.11 -2.19 2.08 0.001
C 1.348984 -0.851996 -2.444861 1.78 1.86 -3.37 -0.262
O 1.490239 0.213944 -1.559527 -0.84 -0.96 0.33 -0.056
H 2.193998 -1.686477 -4.237323 0.43 1.42 0.97 0.069
H 3.146062 -0.261513 -3.211694 -0.20 -0.06 -1.04 0.059
H 0.444512 -1.435456 -2.555545 -0.24 0.04 0.81 0.094
H 0.626645 0.639953 -1.475239 0.18 -0.11 0.22 0.094
O -3.703914 1.416223 4.024608 0.29 -0.57 -1.09 0.091
C -2.558603 1.151124 3.804669 -0.57 0.97 1.41 -0.396
O -2.053257 0.107885 3.101924 -0.52 -0.03 0.58 0.062
H -1.792635 1.770785 4.300652 0.37 -0.10 -0.24 0.134
H -1.396391 -0.224034 3.733427 0.43 -0.26 -0.67 0.110
```
Positions in Å, forces in eV/Å.

Values from the calculation:
- E: -9348.707 eV
- HOMO level: -9.2032 eV
- LUMO energy: 0.4 eV
- Total charge: 0
- Energy above the lowest of the compared OMol25 structures with the same formula, charge and spin: 2.610 eV
- SMILES string: C=CO.O=CO
- M: 90.1 g/mol
- Frontier orbital gap: 9.61 eV



Record 9
This record from the OMol25 dataset describes 2 unconnected molecules or ions with the total composition C3H6O3 at a distorted geometry. The level of theory is ωB97M-V/def2-TZVPD.

Structure (XYZ):
```
12
Properties=species:S:1:pos:R:3:forces:R:3:lowdin_charge:R:1
C 0.304983 -0.847490 -1.788753 -1.23 -0.58 1.84 0.018
C -0.407862 0.177354 -1.256730 1.94 2.94 -2.44 -0.311
O -1.660198 0.570282 -1.725427 0.63 -1.56 0.89 -0.002
H 1.414031 -0.856084 -1.747810 -1.07 -0.16 0.39 0.073
H -0.285156 -1.773699 -1.923817 0.69 0.50 -1.00 0.074
H 0.194791 1.063567 -0.852915 -1.01 -1.14 -0.42 0.137
H -1.944947 1.372320 -1.288143 0.03 0.13 0.37 0.095
O 1.362118 1.118337 2.877029 -2.43 -3.25 -0.70 0.047
C 0.674206 0.149893 2.538398 1.44 1.02 -0.48 -0.311
O -0.286782 0.241289 1.527442 0.88 0.13 0.69 -0.035
H 0.745984 -0.942974 2.946410 0.05 1.94 -0.35 0.158
H -0.111167 -0.272795 0.694315 0.07 0.03 1.20 0.058
```
Positions in Å, forces in eV/Å.

Values from the calculation:
- E: -9348.429 eV
- HOMO level: -9.6434 eV
- LUMO energy: 0.6 eV
- Total charge: 0
- Energy above the lowest of the compared OMol25 structures with the same formula, charge and spin: 2.888 eV
- SMILES string: C=CO.O=CO
- M: 90.1 g/mol
- Frontier orbital gap: 10.27 eV



Record 10
This record from the OMol25 dataset describes 2 unconnected molecules or ions with the total composition C3H6O3 at a distorted geometry. The level of theory is ωB97M-V/def2-TZVPD.

Structure (XYZ):
```
12
Properties=species:S:1:pos:R:3:forces:R:3:lowdin_charge:R:1
C 1.644625 -0.967332 0.468216 0.75 1.22 -0.26 0.018
C 1.445916 -0.518831 -0.768664 -1.33 0.42 -0.78 -0.242
O 0.624772 0.583937 -1.019083 -0.09 -0.01 0.51 -0.063
H 2.554111 -1.506446 0.699047 -0.62 -0.99 -0.11 0.061
H 1.161561 -0.420541 1.269434 0.31 0.10 0.08 0.055
H 1.555593 -1.030928 -1.720467 1.33 -0.27 0.26 0.112
H 0.976323 1.141699 -1.725535 0.00 -0.51 0.05 0.105
O -2.987000 0.303421 -0.245877 -0.03 -0.62 -0.45 0.076
C -2.312230 0.758530 0.625009 0.13 1.04 0.44 -0.395
O -1.103715 0.302860 1.008490 -1.24 -0.16 -0.72 0.045
H -2.614184 1.676082 1.135857 0.18 -0.04 0.52 0.137
H -0.945775 -0.322449 0.273578 0.60 -0.18 0.45 0.091
```
Positions in Å, forces in eV/Å.

Values from the calculation:
- E: -9349.169 eV
- HOMO level: -9.6037 eV
- LUMO energy: 0.7 eV
- Total charge: 0
- Energy above the lowest of the compared OMol25 structures with the same formula, charge and spin: 2.147 eV
- SMILES string: C=CO.O=CO
- M: 90.1 g/mol
- Frontier orbital gap: 10.29 eV